ORCA calculation (wB97M-V/def2-TZVPD) on a structure of composition C35H26FI2N8O3S2SeZr in a non-equilibrium geometry.

Each line ends with the Löwdin charge.
CARTESIAN COORDINATES (ANGSTROEM)
Zr1 -11.412 -9.408 11.981  1.9003
I1 -15.253 -16.204 11.923  0.8098
C1 -14.018 -14.510 12.394  -0.6889
C2 -14.324 -13.758 13.565  -0.2038
C3 -14.033 -12.378 13.614  -0.6773
I2 -14.788 -11.084 15.031  0.9650
C4 -13.315 -11.859 12.483  -0.3879
O1 -13.149 -10.535 12.287  -0.3669
C5 -12.725 -12.706 11.454  -0.1490
C6 -11.994 -12.060 10.273  -0.1618
N1 -10.905 -11.104 10.516  -0.2006
C7 -9.612 -11.748 10.936  -0.1338
C8 -9.485 -11.865 12.410  -0.2393
C9 -8.402 -12.577 13.059  -0.0059
C10 -8.233 -12.663 14.401  -0.0204
C11 -9.157 -11.894 15.183  -0.0293
C12 -10.150 -11.161 14.564  -0.0335
N2 -10.364 -11.160 13.141  0.0059
C13 -13.038 -14.071 11.481  -0.1145
H1 -14.834 -14.196 14.465  0.1065
H2 -11.646 -12.844 9.562  0.1280
H3 -12.835 -11.535 9.696  0.1463
H4 -10.674 -10.599 9.577  0.0885
H5 -9.541 -12.832 10.475  0.1667
H6 -8.722 -11.227 10.458  0.1555
H7 -7.680 -12.878 12.380  0.0951
H8 -7.537 -13.323 14.923  0.1266
H9 -9.048 -11.885 16.280  0.1228
H10 -10.824 -10.434 15.029  0.1057
H11 -12.688 -14.819 10.746  0.1081
O2 -14.105 -5.571 15.656  -0.0084
C14 -12.819 -5.852 16.167  -0.1967
C15 -12.436 -5.047 17.292  0.0256
C16 -11.070 -5.199 17.772  -0.0793
C17 -10.197 -6.015 17.120  -0.1304
C18 -10.580 -6.771 16.020  -0.0416
C19 -11.896 -6.759 15.524  -0.0735
C20 -12.277 -7.479 14.281  -0.3974
O3 -11.627 -8.534 13.908  -0.2326
N3 -13.325 -7.032 13.603  -0.0242
N4 -13.536 -7.719 12.430  -0.1123
C21 -14.850 -7.758 12.139  -0.8696
S1 -15.605 -8.738 11.001  0.9582
C22 -17.173 -7.986 10.908  -0.5329
C23 -17.309 -6.679 11.613  -0.4738
S2 -15.894 -6.434 12.740  0.9729
H12 -14.122 -6.107 14.816  0.0160
H13 -13.167 -4.403 17.767  0.1087
H14 -10.784 -4.781 18.726  0.0999
H15 -9.114 -6.113 17.519  0.1348
H16 -9.825 -7.362 15.496  0.1135
H17 -17.798 -8.793 11.402  0.1041
H18 -17.331 -8.048 9.852  0.0525
H19 -18.214 -6.661 12.182  0.0713
H20 -17.362 -5.838 10.913  0.0848
Se1 -16.392 -7.468 6.108  1.0815
N5 -15.289 -8.986 5.762  -0.1769
C24 -14.241 -8.938 6.561  -0.2980
C25 -12.947 -9.553 6.508  -0.0962
C26 -12.418 -10.215 5.417  0.0110
C27 -11.217 -10.928 5.518  -0.0229
C28 -10.550 -10.901 6.745  -0.0790
N6 -11.108 -10.387 7.870  0.0781
C29 -12.156 -9.531 7.762  -0.1025
C30 -12.330 -8.554 8.830  -0.1440
N7 -11.421 -8.407 9.844  -0.0114
C31 -11.226 -7.137 10.204  -0.1756
C32 -11.824 -5.994 9.708  -0.0118
C33 -13.010 -6.227 9.010  0.0510
C34 -13.317 -7.571 8.596  -0.1066
C35 -14.398 -7.790 7.621  -0.3332
N8 -15.431 -6.963 7.598  -0.2176
H21 -13.048 -10.093 4.472  0.1559
H22 -10.647 -11.436 4.715  0.1263
H23 -9.540 -11.275 6.914  0.1207
H24 -10.277 -6.981 10.742  0.1238
H25 -11.335 -4.996 9.986  0.1568
H26 -13.580 -5.363 8.570  0.1449
F1 -9.612 -8.644 11.782  -0.4621

Gap between HOMO and LUMO, eV: 5.6213
Strongest force on any atom, eV/Å: 4.9
Charge: +1
2S+1: 1
Energy relative to the best compared isomer or geometry (same formula, charge and spin), eV: 3.172


ORCA calculation (wB97M-V/def2-TZVPD) on a cluster of 2 separate species, C5H15NO in total in a non-equilibrium geometry.

Each line ends with the Löwdin charge.
CARTESIAN COORDINATES (ANGSTROEM)
C1 -0.480 -2.672 -0.039  -0.0852
C2 0.779 -1.958 -0.654  -0.2368
N1 0.555 -0.464 -0.712  -0.0803
C3 1.587 -0.303 1.598  -0.0799
C4 0.895 0.439 0.426  -0.4394
C5 1.876 1.419 -0.173  -0.1016
H1 -0.288 -3.532 0.600  0.0575
H2 -1.127 -1.955 0.446  0.0585
H3 -0.967 -3.070 -0.937  0.0603
H4 0.871 -2.250 -1.696  0.0876
H5 1.817 -2.025 -0.256  0.0990
H6 -0.284 -0.178 -1.210  0.1041
H7 1.996 0.400 2.338  0.0817
H8 2.300 -1.093 1.401  0.0577
H9 0.692 -0.784 2.063  0.0812
H10 0.064 0.951 0.906  0.1239
H11 1.792 2.399 0.298  0.0647
H12 1.636 1.633 -1.218  0.0681
H13 2.936 1.153 -0.073  0.0790
H14 -4.157 2.603 -1.260  0.0339
H15 -4.774 3.776 -0.508  0.0262
O1 -4.310 2.950 -0.373  -0.0603

Gap between HOMO and LUMO, eV: 8.8930
Strongest force on any atom, eV/Å: 2.6
SMILES: CCNC(C)C.O
Charge: 0
2S+1: 1
Energy relative to the best compared isomer or geometry (same formula, charge and spin), eV: 1.725


ORCA calculation (wB97M-V/def2-TZVPD) on the molecule C4H7NS2 in a non-equilibrium geometry.

Each line ends with the Löwdin charge.
CARTESIAN COORDINATES (ANGSTROEM)
C1 0.183 -0.111 -0.432  -0.4280
C2 1.351 -0.932 -0.177  -0.4994
C3 -1.108 -0.742 -0.480  -0.1337
C4 -2.250 0.235 -0.165  -0.6515
H1 1.314 1.637 0.042  0.0676
H2 -0.410 1.847 -0.099  0.0428
H3 1.214 -2.041 0.141  0.1123
H4 1.666 -1.105 -1.277  0.1218
H5 1.802 0.563 1.853  -0.0451
H6 -1.325 -1.911 -0.568  0.1431
H7 -1.890 1.370 0.092  0.0626
N1 0.378 1.343 -0.528  0.0313
S1 2.695 -0.038 0.832  0.6443
S2 -3.620 -0.113 0.766  0.5317

Gap between HOMO and LUMO, eV: 7.7037
Strongest force on any atom, eV/Å: 4.4
SMILES: N/C(=C\C=S)CS
Charge: 0
2S+1: 1
Energy relative to the best compared isomer or geometry (same formula, charge and spin), eV: 3.357


ORCA calculation (wB97M-V/def2-TZVPD) on the molecule C2H2F2 in a non-equilibrium geometry.

Each line ends with the Löwdin charge.
CARTESIAN COORDINATES (ANGSTROEM)
C1 0.207 0.066 0.553  -0.1303
C2 -0.135 0.000 -0.677  -0.1069
H1 1.058 -0.274 1.168  0.1395
H2 -1.008 0.534 -0.924  0.1174
F1 -0.828 0.430 1.345  -0.0137
F2 0.706 -0.755 -1.466  -0.0061

Gap between HOMO and LUMO, eV: 11.2805
Strongest force on any atom, eV/Å: 3.7
SMILES: F/C=C/F
Charge: 0
2S+1: 1
Energy relative to the best compared isomer or geometry (same formula, charge and spin), eV: 1.076


ORCA calculation (wB97M-V/def2-TZVPD) on a structure of composition C18H42Be2ClN3O6 in a non-equilibrium geometry.

Each line ends with the Löwdin charge.
CARTESIAN COORDINATES (ANGSTROEM)
Be1 5.547 -2.265 -1.006  0.8924
Be2 5.329 3.030 -2.857  0.9582
N1 3.108 -0.451 -7.355  0.3366
H1 2.308 -0.204 -6.762  0.1487
H2 3.321 -1.423 -7.111  0.1657
H3 3.888 0.133 -7.043  0.1589
H4 2.926 -0.295 -8.350  0.1729
Cl1 2.854 0.166 -2.795  0.6460
O1 3.680 -0.581 -1.855  -0.4862
O2 1.656 0.592 -2.143  -0.3062
O3 3.654 1.290 -3.292  -0.4923
O4 2.555 -0.683 -3.918  -0.3303
C1 -3.896 0.901 -2.102  0.0489
C2 -3.666 -0.271 -1.083  -0.4606
C3 -4.676 -1.368 -1.382  -0.1236
C4 -4.382 -2.307 -2.558  -0.1358
C5 -2.977 -2.867 -2.382  -0.1233
C6 -1.902 -1.803 -2.156  -0.4518
N2 -2.335 -0.827 -1.170  0.0542
O5 -1.362 0.085 -0.858  0.0435
C7 -0.613 -2.498 -1.642  0.0133
C8 -1.539 -1.151 -3.506  0.0117
C9 -3.959 0.245 0.333  0.0068
H5 -4.908 1.289 -2.021  0.1173
H6 -3.826 0.471 -3.099  0.0814
H7 -3.185 1.711 -1.936  0.0957
H8 -4.835 -2.044 -0.534  0.1406
H9 -5.685 -0.978 -1.535  0.1452
H10 -4.418 -1.777 -3.514  0.1180
H11 -5.131 -3.093 -2.542  0.1351
H12 -2.627 -3.436 -3.250  0.1395
H13 -2.975 -3.672 -1.640  0.1373
H14 -0.853 -3.291 -0.936  0.0985
H15 -0.163 -3.011 -2.492  0.0984
H16 0.115 -1.778 -1.279  0.0705
H17 -0.853 -0.302 -3.434  0.0842
H18 -1.128 -1.864 -4.215  0.1064
H19 -2.414 -0.716 -3.997  0.0833
H20 -3.905 -0.523 1.105  0.1025
H21 -4.912 0.764 0.368  0.1120
H22 -3.194 0.958 0.659  0.0789
H23 -1.426 0.781 -1.541  0.1292
C10 0.979 -1.267 4.818  0.0162
C11 1.432 0.183 4.639  -0.4122
C12 2.946 0.338 4.672  -0.1211
C13 3.526 1.536 3.925  -0.1465
C14 2.974 1.479 2.516  -0.1300
C15 1.456 1.650 2.482  -0.4613
N3 0.855 0.644 3.328  0.0613
O6 -0.477 0.686 3.325  0.1283
C16 1.098 3.109 2.883  0.0420
C17 0.930 1.494 1.020  0.0020
C18 0.845 1.121 5.739  0.0469
H24 1.061 -1.593 5.854  0.1133
H25 1.461 -2.043 4.229  0.1002
H26 -0.087 -1.241 4.585  0.0936
H27 3.266 0.453 5.716  0.1508
H28 3.532 -0.566 4.475  0.1367
H29 4.613 1.514 3.859  0.1334
H30 3.309 2.463 4.456  0.1178
H31 3.246 0.525 2.053  0.1340
H32 3.342 2.246 1.831  0.1314
H33 1.435 3.332 3.893  0.0940
H34 1.276 3.883 2.145  0.1207
H35 0.001 3.172 3.013  0.0969
H36 0.903 0.436 0.753  0.0899
H37 -0.097 1.842 0.910  0.0870
H38 1.581 2.044 0.348  0.0935
H39 -0.191 1.419 5.587  0.1012
H40 1.448 2.019 5.850  0.0967
H41 0.860 0.549 6.666  0.1203
H42 -0.720 1.635 3.253  0.1416

Gap between HOMO and LUMO, eV: 1.7794
Strongest force on any atom, eV/Å: 2.5
Charge: +4
2S+1: 1
Energy relative to the best compared isomer or geometry (same formula, charge and spin), eV: 1.167


ORCA calculation (wB97M-V/def2-TZVPD) on the ion C2H7NS with charge +1 in a non-equilibrium geometry.

Each line ends with the Löwdin charge.
CARTESIAN COORDINATES (ANGSTROEM)
C1 0.533 -0.248 0.484  -0.2985
C2 -0.830 -0.016 -0.117  -0.5038
S1 -1.749 1.059 1.047  0.8743
N1 1.467 -0.602 -0.542  0.2402
H1 0.929 0.708 0.866  0.1251
H2 0.628 -0.875 1.372  0.1545
H3 -0.868 0.496 -1.074  0.0888
H4 -1.355 -0.963 -0.243  0.0926
H5 -2.356 1.847 0.102  -0.0729
H6 1.319 -1.385 -1.169  0.1486
H7 2.282 -0.021 -0.725  0.1511

Gap between HOMO and LUMO (alpha / beta), eV: 11.2023 / 4.9009
Strongest force on any atom, eV/Å: 3.1
<S²>: 0.758
Charge: +1
2S+1: 2
Energy relative to the best compared isomer or geometry (same formula, charge and spin), eV: 0.606


- Number 5 is which compound?
  C18H42Be2ClN3O6


- What is the charge in the first record?
  +1